C42H120N12O22P4S6 | ωB97M-V/def2-TZVPD

Positions of all 206 atoms, in Å:
O: -2.972 8.096 -0.319
P: -1.799 7.235 0.039
N: -0.371 7.976 -0.390
C: 0.939 7.349 -0.072
C: -0.418 8.683 -1.679
N: -1.879 5.680 -0.665
C: -3.174 5.012 -0.451
C: -1.334 5.305 -1.937
N: -1.665 6.934 1.688
C: -1.752 8.025 2.596
C: -1.113 5.672 2.247
H: 1.425 6.899 -0.949
H: 0.798 6.587 0.729
H: 1.775 8.062 0.261
H: 0.372 9.457 -1.605
H: -1.372 9.077 -1.825
H: -0.113 8.068 -2.546
H: -3.086 3.953 -0.550
H: -3.531 5.244 0.521
H: -3.871 5.388 -1.192
H: -2.115 5.401 -2.727
H: -0.477 5.957 -2.232
H: -1.035 4.242 -1.791
H: -2.560 7.949 3.226
H: -0.886 7.964 3.277
H: -1.868 8.985 2.080
H: -0.980 4.996 1.374
H: -1.855 5.193 2.940
H: -0.118 5.857 2.721
O: 2.614 -6.307 5.183
P: 2.225 -5.967 3.783
N: 1.153 -4.616 3.690
C: 1.873 -3.355 3.983
C: -0.134 -4.672 4.396
N: 1.293 -7.127 3.054
C: 1.560 -8.507 3.441
C: 0.452 -6.904 1.915
N: 3.572 -5.557 2.851
C: 3.846 -6.061 1.548
C: 4.768 -5.034 3.522
H: 2.479 -3.387 4.912
H: 1.212 -2.551 4.183
H: 2.476 -3.021 3.123
H: -0.086 -4.638 5.451
H: -0.510 -5.588 4.013
H: -0.827 -3.861 4.078
H: 1.206 -9.146 2.628
H: 2.621 -8.694 3.732
H: 0.974 -8.710 4.270
H: 0.923 -6.314 1.158
H: 0.233 -7.927 1.549
H: -0.593 -6.522 2.179
H: 4.184 -5.281 0.886
H: 4.600 -6.906 1.520
H: 2.961 -6.411 0.995
H: 5.657 -5.470 3.017
H: 4.750 -5.429 4.568
H: 5.010 -3.948 3.376
O: -0.556 -0.231 1.037
P: 0.195 0.396 -0.071
N: 1.463 -0.559 -0.501
C: 2.505 -0.150 -1.390
C: 1.466 -1.988 -0.075
N: 0.670 1.971 0.373
C: 0.790 2.229 1.848
C: 1.429 2.858 -0.440
N: -0.641 0.711 -1.459
C: -1.833 1.571 -1.320
C: -0.999 -0.445 -2.323
H: 3.385 -0.753 -1.384
H: 2.799 0.837 -1.173
H: 2.167 -0.217 -2.470
H: 1.947 -2.579 -0.915
H: 0.518 -2.441 0.160
H: 2.180 -2.002 0.780
H: -0.191 2.105 2.309
H: 1.600 1.708 2.414
H: 0.990 3.283 1.894
H: 1.311 2.705 -1.493
H: 1.034 3.874 -0.174
H: 2.411 2.900 -0.053
H: -2.613 0.859 -0.967
H: -1.749 2.219 -0.489
H: -2.073 1.998 -2.271
H: -1.222 -0.239 -3.358
H: -1.864 -0.972 -1.944
H: -0.144 -1.093 -2.319
O: -2.334 -0.337 -5.738
P: -3.453 -1.304 -5.545
N: -2.943 -2.739 -4.952
C: -3.774 -3.876 -4.688
C: -1.529 -2.979 -4.565
N: -4.412 -1.749 -6.882
C: -3.695 -2.525 -7.877
C: -5.365 -0.928 -7.533
N: -4.627 -0.659 -4.596
C: -4.256 0.396 -3.624
C: -5.938 -1.326 -4.361
H: -3.896 -4.571 -5.556
H: -4.752 -3.636 -4.353
H: -3.318 -4.485 -3.875
H: -1.471 -3.179 -3.493
H: -0.896 -2.100 -4.807
H: -1.024 -3.752 -5.082
H: -3.299 -1.848 -8.617
H: -2.812 -3.101 -7.417
H: -4.482 -3.129 -8.311
H: -5.774 -0.133 -6.993
H: -4.887 -0.491 -8.478
H: -6.236 -1.540 -7.849
H: -4.960 1.239 -3.667
H: -4.325 -0.045 -2.639
H: -3.213 0.742 -3.819
H: -6.621 -0.526 -4.351
H: -5.955 -1.846 -3.422
H: -6.117 -1.931 -5.241
O: -3.417 0.052 5.238
S: -2.622 -0.699 4.325
O: -2.453 -2.098 4.521
O: -3.191 -0.537 2.880
C: -3.407 0.756 2.395
C: -4.754 0.953 1.698
C: -1.084 0.113 4.108
H: -2.539 1.125 1.753
H: -3.426 1.498 3.172
H: -5.481 0.853 2.502
H: -4.979 0.316 0.863
H: -4.819 1.920 1.207
H: -0.601 -0.220 5.061
H: -1.327 1.132 4.095
H: -0.608 -0.292 3.194
O: -3.719 5.788 5.396
S: -4.562 5.371 4.338
O: -4.054 5.054 3.056
O: -5.472 4.270 4.887
C: -4.908 3.134 5.621
C: -6.127 2.364 6.023
C: -5.770 6.600 4.117
H: -4.343 3.508 6.436
H: -4.336 2.532 4.928
H: -6.812 3.041 6.531
H: -6.100 1.578 6.771
H: -6.682 2.027 5.187
H: -6.515 6.307 3.390
H: -5.140 7.475 3.865
H: -6.249 6.822 5.094
O: 5.230 -4.908 -1.224
S: 6.393 -4.251 -0.687
O: 6.417 -4.133 0.736
O: 7.601 -5.102 -1.137
C: 7.901 -6.257 -0.281
C: 8.980 -7.019 -0.925
C: 6.510 -2.608 -1.343
H: 7.082 -6.880 -0.057
H: 8.203 -5.902 0.680
H: 9.880 -6.414 -1.068
H: 8.661 -7.427 -1.886
H: 9.237 -7.857 -0.267
H: 7.329 -1.967 -0.964
H: 5.575 -2.202 -0.925
H: 6.421 -2.615 -2.441
O: 2.481 5.700 -2.421
S: 3.372 4.713 -2.904
O: 4.217 3.997 -2.006
O: 2.521 3.580 -3.570
C: 1.130 3.917 -4.050
C: 0.303 2.633 -4.217
C: 4.187 5.373 -4.387
H: 1.298 4.483 -4.929
H: 0.693 4.576 -3.249
H: 0.800 2.132 -5.049
H: -0.748 2.847 -4.567
H: 0.301 2.069 -3.309
H: 4.789 6.242 -4.138
H: 3.315 5.688 -5.001
H: 4.741 4.524 -4.775
O: -2.097 -3.462 -1.049
S: -3.374 -3.499 -0.372
O: -4.428 -2.572 -0.687
O: -4.083 -4.898 -0.446
C: -3.288 -6.007 -0.977
C: -3.236 -7.103 0.101
C: -2.982 -3.336 1.329
H: -2.278 -5.706 -1.101
H: -3.577 -6.262 -1.994
H: -3.496 -6.664 1.076
H: -2.236 -7.528 0.092
H: -3.930 -7.895 -0.044
H: -2.410 -2.410 1.309
H: -2.281 -4.143 1.598
H: -3.856 -3.253 2.030
O: 6.715 0.840 -0.541
S: 5.957 0.756 0.647
O: 5.168 -0.457 0.750
O: 6.861 0.796 1.967
C: 7.996 1.749 1.953
C: 8.835 1.507 3.162
C: 4.934 2.158 0.821
H: 7.632 2.761 1.964
H: 8.540 1.460 1.077
H: 9.057 0.522 3.505
H: 8.326 1.995 4.027
H: 9.845 1.924 2.992
H: 4.723 2.734 -0.098
H: 5.430 2.880 1.461
H: 4.143 1.909 1.481

Forces on the atoms, in the same order (eV/Å):
1.090 -0.571 0.401
-0.980 -0.137 0.198
0.606 -0.635 -0.712
0.669 0.354 0.437
2.845 -0.336 0.563
-0.355 0.772 1.371
0.603 1.056 -0.516
0.460 0.212 -0.282
0.333 -1.733 -1.305
1.693 0.676 -0.419
-0.523 0.014 -0.704
-0.641 -0.244 0.169
0.209 0.576 -0.664
-1.599 -0.375 -0.075
-0.630 0.049 -0.235
-1.438 0.810 -0.246
-0.237 -0.091 0.310
0.216 -0.799 -0.100
-0.460 0.158 0.944
-0.433 -0.032 -0.147
0.461 -0.237 0.189
-0.514 -0.693 0.374
0.084 0.590 -0.792
-2.264 -0.364 1.514
0.074 0.619 -0.358
0.455 -0.191 0.086
0.048 0.251 0.755
0.954 0.564 -0.442
-0.704 -0.140 -0.088
-0.090 -0.064 -0.888
-0.577 1.199 0.834
1.300 1.005 0.201
0.969 -0.408 -0.171
0.127 0.371 -1.959
1.181 0.471 0.193
1.003 0.236 -0.925
-1.992 -1.134 0.462
-0.531 0.093 0.990
-0.254 -0.991 -1.553
1.021 -0.565 0.108
0.077 -0.314 -0.503
-1.223 0.596 -0.049
0.048 -0.374 0.397
0.295 -0.228 1.313
-1.083 -0.961 0.431
0.705 -0.390 -0.018
0.526 -0.162 0.081
-0.731 0.144 -0.519
-1.059 -0.759 1.827
-0.033 0.466 -0.512
0.145 0.663 -0.436
1.360 0.006 -0.292
0.528 0.313 -0.005
-0.604 0.795 0.229
0.043 -0.163 0.614
-0.497 -0.194 0.324
0.149 0.962 -0.669
-0.954 -0.634 0.508
-0.282 -0.118 0.276
0.672 0.973 0.400
-0.834 -1.040 0.648
-1.068 -0.428 -2.163
2.436 0.314 -0.651
-0.844 -2.575 1.407
-0.163 0.006 -1.089
-1.363 2.042 1.200
-0.763 0.271 -1.337
-0.073 -2.602 0.752
0.733 0.123 0.758
0.519 -0.657 0.686
0.430 1.291 0.059
0.199 0.344 0.806
-0.606 0.518 0.874
-0.401 0.335 0.131
-0.664 -0.642 -0.346
0.267 -0.377 0.093
-0.595 -0.008 -0.615
0.237 0.639 0.283
0.246 -0.311 -0.408
0.216 -0.307 -0.709
1.624 -0.119 -0.414
-0.276 0.554 -0.592
0.473 1.283 0.436
-0.280 0.551 -0.328
0.087 0.872 -0.364
-0.229 -0.275 0.379
0.295 -0.628 -0.046
-0.337 -0.742 0.089
-0.829 1.248 -0.854
1.950 -0.812 0.265
0.337 -1.631 -0.166
-0.083 2.064 0.259
1.898 -0.367 1.622
0.749 -0.747 1.008
-0.014 -0.211 -2.627
-0.361 0.531 0.584
0.177 -0.500 -0.621
2.048 0.812 -0.879
0.206 0.505 0.338
-0.852 0.453 0.229
-0.188 0.439 -0.427
-0.025 0.029 -0.007
-0.712 -0.219 0.302
-0.053 -1.329 -0.812
0.323 0.125 -0.542
-1.609 0.588 -0.732
0.427 -0.771 -0.544
-0.237 1.199 1.293
-0.791 -0.342 1.029
0.394 0.138 -0.094
0.166 -0.123 -0.158
0.159 0.058 0.577
-1.013 -0.269 0.074
-1.352 0.815 0.170
-0.076 -0.531 0.455
-0.309 -0.421 0.271
-0.376 0.334 0.469
0.436 0.113 -0.275
0.010 -0.306 -0.053
-0.828 -0.945 -0.686
0.682 2.621 -2.188
0.340 -0.260 0.332
0.509 -2.649 1.202
-0.888 -1.124 0.499
0.050 0.063 0.908
-0.535 0.060 -0.384
0.091 -1.024 -0.035
0.185 0.527 0.593
0.239 0.727 -0.852
0.144 1.536 -0.043
-0.143 0.411 0.485
1.469 0.249 0.649
-1.109 1.323 0.230
0.718 -0.738 -0.915
-0.822 -1.519 0.268
-0.943 -0.687 -0.870
-1.087 0.661 1.545
0.017 1.102 1.019
0.665 0.290 0.683
0.530 0.085 0.001
-0.069 0.479 -0.067
1.037 -0.388 -0.254
-0.303 -0.560 -1.040
0.120 0.154 -0.307
-0.699 -0.289 -0.347
0.316 -0.285 -0.597
0.063 0.613 -0.487
-2.043 -0.260 0.745
0.464 0.305 0.675
1.200 -0.345 -0.343
0.707 0.953 0.173
0.891 -0.667 -0.537
-0.155 0.183 -0.474
-1.601 -0.459 -0.415
0.366 0.640 0.574
-0.145 -0.076 -0.026
0.087 0.031 0.037
0.022 0.062 -0.140
-0.289 -0.804 -0.204
0.288 -0.021 -0.130
0.244 -0.056 0.482
-0.439 1.263 0.626
0.085 -0.881 -1.028
0.768 0.410 -0.040
-1.298 -0.621 -0.574
-0.377 0.207 2.473
0.364 1.378 -1.638
-1.052 -0.342 0.910
-0.259 0.401 -1.056
0.506 -0.671 -1.007
-0.259 -0.704 0.231
1.115 0.024 0.540
-0.055 -0.543 0.438
0.145 -0.120 0.071
0.799 -0.315 0.151
0.110 0.264 -0.356
-0.908 -0.342 -0.235
-0.458 1.383 0.865
0.652 -0.035 -0.291
0.614 -0.974 -1.216
0.072 -0.516 1.139
-0.134 0.616 -0.322
0.022 -0.052 0.658
0.855 0.821 -0.035
-0.811 -0.222 0.250
0.465 -0.063 -0.299
0.047 -0.074 0.311
-0.677 -0.678 -0.298
0.007 0.205 0.385
-0.414 0.231 -0.005
0.821 -0.187 -0.958
1.465 0.831 -0.941
-1.429 -2.452 0.680
0.356 1.265 0.623
-0.183 0.603 -0.441
-0.195 -1.997 -0.049
0.215 1.494 1.484
0.732 1.621 0.275
-0.170 0.413 -0.365
0.297 0.504 -0.707
-0.390 -1.159 -0.441
0.734 -0.153 -0.434
-0.600 0.340 0.177
-0.227 -0.952 0.202
0.724 0.185 -0.046
-1.347 -0.587 -0.078

Summary:
HOMO ... -8.150 eV
LUMO energy ... 0.17 eV
Spin multiplicity ... 1
SMILES ... CN(C)P(=O)(N(C)C)N(C)C.CN(C)P(=O)(N(C)C)N(C)C.CN(C)P(=O)(N(C)C)N(C)C.CN(C)P(=O)(N(C)C)N(C)C.CCOS(C)(=O)=O.CCOS(C)(=O)=O.CCOS(C)(=O)=O.CCOS(C)(=O)=O.CCOS(C)(=O)=O.CCOS(C)(=O)=O

These are the Löwdin partial charges, in e, on atoms 1 to 4: atom 1 (O): -0.304, atom 2 (P): 0.545, atom 3 (N): -0.285, atom 4 (C): -0.094



C22H24F6FeN6O4S4Si | ωB97M-V/def2-TZVPD

Positions of all 68 atoms, in Å:
Fe: -0.335 0.886 -0.079
N: 1.635 1.100 0.148
C: 1.995 1.290 1.577
C: 0.848 0.857 2.482
N: -0.391 1.308 1.837
C: -1.668 0.833 2.401
C: -2.760 1.131 1.382
N: -2.340 0.613 0.057
H: 2.175 0.370 -0.302
H: 1.865 1.974 -0.354
H: 2.197 2.354 1.713
H: 2.907 0.747 1.830
H: 0.959 1.293 3.480
H: 0.798 -0.225 2.581
H: -0.399 2.330 1.852
H: -1.888 1.336 3.346
H: -1.577 -0.238 2.583
H: -2.874 2.209 1.290
H: -3.713 0.705 1.701
H: -2.774 1.135 -0.698
H: -2.594 -0.361 -0.075
S: -0.686 3.126 -0.624
C: 0.532 4.006 0.310
S: 2.118 4.088 -0.249
C: 0.167 4.451 1.595
C: -1.156 4.340 2.102
N: -2.205 4.214 2.573
C: 1.123 5.014 2.491
N: 1.854 5.466 3.260
F: 0.399 -0.502 -5.493
C: 0.463 -0.806 -4.201
F: -0.470 -1.713 -3.927
F: 1.660 -1.343 -3.960
S: 0.263 0.733 -3.136
O: -0.674 0.283 -2.089
O: 1.586 1.044 -2.701
N: -0.290 1.821 -4.100
S: -1.678 1.700 -4.856
O: -1.571 2.290 -6.152
O: -2.320 0.424 -4.699
C: -2.777 2.869 -3.947
F: -2.254 4.081 -3.864
F: -3.037 2.422 -2.708
F: -3.943 2.946 -4.597
C: -0.945 -3.772 4.162
C: -1.986 -3.454 3.303
C: -1.722 -2.806 2.104
C: -0.423 -2.445 1.730
C: 0.608 -2.794 2.607
C: 0.356 -3.446 3.806
Si: -0.148 -1.525 0.083
C: 1.415 -2.296 -0.639
C: 2.696 -2.017 -0.150
C: 3.825 -2.635 -0.669
C: 3.696 -3.561 -1.693
C: 2.436 -3.866 -2.185
C: 1.313 -3.241 -1.663
H: -1.144 -4.279 5.098
H: -3.004 -3.718 3.562
H: -2.549 -2.585 1.436
H: 1.636 -2.565 2.346
H: 1.178 -3.703 4.463
H: -1.282 -2.077 -0.722
H: 2.830 -1.315 0.669
H: 4.804 -2.390 -0.275
H: 4.574 -4.041 -2.106
H: 2.327 -4.587 -2.986
H: 0.337 -3.486 -2.063

Forces on the atoms, in the same order (eV/Å):
-0.360 -0.261 -0.159
-0.117 -0.347 0.065
0.000 -0.036 -0.015
-0.012 -0.006 -0.024
0.035 0.007 -0.023
0.050 -0.019 0.005
0.005 0.008 0.042
0.035 -0.038 0.089
0.011 -0.025 0.002
0.076 0.081 -0.064
0.035 -0.039 0.015
0.002 0.008 -0.002
0.000 0.004 0.005
-0.021 -0.044 0.021
0.030 -0.114 0.053
-0.017 0.010 -0.011
-0.011 -0.005 0.014
-0.008 0.020 -0.001
0.009 -0.012 0.002
-0.007 0.065 -0.034
-0.038 0.014 -0.011
-0.045 0.225 -0.190
0.140 -0.522 0.234
-0.036 0.578 -0.157
-0.041 0.104 -0.062
-0.028 0.180 0.002
0.002 -0.047 -0.004
-0.054 0.135 -0.021
0.032 -0.069 0.025
0.029 0.022 -0.022
-0.049 -0.016 0.085
0.034 -0.037 0.010
-0.010 0.014 -0.016
-0.222 -0.009 -0.413
0.427 0.230 0.211
0.066 0.043 0.030
0.040 -0.063 0.203
-0.101 -0.029 -0.108
0.009 -0.006 0.000
0.039 0.023 0.015
-0.028 -0.059 0.148
0.032 0.038 0.006
0.059 -0.009 -0.010
-0.001 0.013 -0.034
0.006 0.001 -0.002
-0.010 -0.002 -0.005
-0.004 0.029 -0.009
-0.010 -0.035 0.004
-0.014 0.028 -0.014
-0.004 -0.003 0.009
0.025 0.030 0.121
0.007 -0.044 0.002
0.003 0.003 0.020
0.004 -0.003 -0.006
-0.004 0.000 -0.002
-0.008 -0.015 0.008
0.034 -0.011 0.036
0.001 0.000 0.001
-0.001 0.000 -0.001
-0.008 -0.007 0.004
0.013 -0.002 -0.007
0.001 0.001 -0.002
0.014 0.021 -0.032
-0.018 -0.004 -0.008
0.000 -0.002 0.003
0.002 0.001 -0.002
-0.001 0.002 -0.002
-0.020 0.002 -0.018

Summary:
Expectation value of S² ... 0.7924
HOMO (spin up / spin down) ... -5.068 / -5.122 eV
LUMO energy (spin up / spin down) ... 1.87 / 2.14 eV
Spin multiplicity ... 2
Total charge ... -1
Energy above the lowest of the compared OMol25 structures with the same formula, charge and spin ... 12.2 kcal/mol

These are the natural (NBO) partial charges, in e, on atoms 1 to 4: atom 1 (Fe): 0.786, atom 2 (N): -0.843, atom 3 (C): -0.255, atom 4 (C): -0.234



- Look up the spin multiplicity of the second one.
  2



- Look up the spin multiplicity of the second one.
  2